DFT (ωB97M-V/def2-TZVPD) results for a cluster of 15 separate species, C81H204N12O27 in total at a distorted geometry.

CARTESIAN COORDINATES (ANGSTROEM)
C -6.83241 21.87980 28.86033
O -6.83844 20.51121 29.25164
C -7.50655 20.36203 30.47227
C -7.47536 18.90456 30.83606
N -8.04197 18.85289 32.18100
C -8.32312 17.49663 32.74894
C -8.54694 17.50845 34.23270
O -8.79517 16.15881 34.51075
C -8.92480 15.89465 35.86413
H -6.47246 21.91295 27.84930
H -6.22912 22.46065 29.57739
H -7.85874 22.26977 28.82858
H -8.52980 20.73112 30.42161
H -6.96234 20.98685 31.26921
H -6.46781 18.48380 30.82542
H -7.96256 18.37775 30.01712
H -8.95071 19.32811 32.19397
H -7.52223 16.77248 32.49070
H -9.15341 17.01603 32.29560
H -9.32991 18.16675 34.56933
H -7.57441 17.78314 34.71275
H -9.91555 16.19845 36.25515
H -8.21115 16.42558 36.48025
H -8.82964 14.81709 36.00043
C -3.32736 27.91453 30.34852
O -3.11658 28.20373 31.69598
C -2.91891 26.99060 32.44596
C -1.38514 26.61633 32.41036
N -1.25745 25.42802 33.23917
C 0.13782 24.97289 33.36184
C 0.23843 23.66881 34.17474
O 0.05065 22.50561 33.44800
C 0.28520 21.35999 34.23014
H -3.12037 28.80161 29.71836
H -4.38890 27.72332 30.21968
H -2.69861 27.12868 29.88676
H -3.49567 26.17492 31.98835
H -3.29656 27.16824 33.44848
H -0.79801 27.54376 32.62163
H -1.14499 26.32428 31.38416
H -1.64228 25.70971 34.15015
H 0.79329 25.74247 33.81928
H 0.51391 24.72625 32.35915
H -0.47889 23.84361 34.97701
H 1.26526 23.67151 34.63180
H -0.44744 21.31519 35.04221
H 1.24120 21.41258 34.73970
H 0.32389 20.45650 33.61617
C -11.75297 19.39098 28.79788
O -11.06752 20.46263 28.19098
C -11.80554 21.64527 28.27280
C -11.05218 22.70630 27.56604
N -11.00444 22.57009 26.10003
C -10.63402 23.78649 25.39829
C -10.69729 23.48758 23.88804
O -9.69175 22.63582 23.45433
C -9.96142 22.21163 22.08444
H -11.03876 18.59525 28.65359
H -12.77645 19.14504 28.38331
H -11.95517 19.54133 29.88412
H -11.90212 21.92353 29.33324
H -12.83844 21.53681 27.83373
H -10.04170 22.82812 28.03276
H -11.56115 23.63603 27.84689
H -10.34467 21.83055 25.78944
H -9.62733 24.08688 25.69804
H -11.31854 24.70531 25.64758
H -10.59286 24.43263 23.33561
H -11.68606 23.09000 23.71916
H -11.02284 21.96842 22.04758
H -9.39677 21.31004 21.90750
H -9.68826 23.02913 21.40173
C -11.26678 24.22534 35.61063
O -10.36544 25.30631 35.53928
C -9.02662 24.89879 35.64294
C -8.13343 26.06572 35.35502
N -8.16073 26.56252 33.97111
C -7.39019 27.80652 33.89328
C -7.67960 28.50022 32.51345
O -9.12496 28.72630 32.47756
C -9.57947 30.01657 33.00351
H -11.11238 23.77596 36.61039
H -11.10971 23.43768 34.88220
H -12.24140 24.68421 35.54441
H -8.74623 24.03228 34.96961
H -8.91426 24.47284 36.65443
H -7.11528 25.81587 35.59453
H -8.46567 26.86538 36.09856
H -9.09645 26.75157 33.64625
H -6.33009 27.69497 33.95671
H -7.68726 28.49922 34.72011
H -7.47876 27.81403 31.69980
H -7.08250 29.40814 32.58453
H -9.84890 29.88290 34.05879
H -10.46338 30.20110 32.43522
H -8.78998 30.77316 32.86892
C -2.97021 35.53489 23.09439
O -3.90987 34.87220 22.29405
C -3.38434 33.73505 21.56186
C -3.32993 32.44750 22.30734
N -4.60947 32.07535 22.95470
C -5.60661 31.47129 22.05993
C -6.94121 31.19853 22.75922
O -8.08543 31.06976 21.89746
C -8.24128 29.69995 21.47336
H -2.46409 34.79266 23.71347
H -3.60369 36.14948 23.70431
H -2.19612 36.09449 22.52977
H -2.42351 34.02816 21.14874
H -4.01738 33.67225 20.67308
H -2.54222 32.52261 23.04224
H -3.01315 31.60794 21.66907
H -4.99612 32.90171 23.42395
H -5.16631 30.55964 21.65708
H -5.75248 32.07210 21.14721
H -7.08386 31.99026 23.48950
H -6.78350 30.33496 23.37471
H -9.14053 29.63658 20.80834
H -8.38227 29.07491 22.32028
H -7.42396 29.32478 20.84294
C -12.72931 26.48843 22.45830
O -11.72879 27.13398 23.22806
C -11.24359 28.34186 22.76715
C -10.77792 29.18371 23.92731
N -9.71831 28.42446 24.57602
C -9.32587 28.99389 25.85880
C -10.07798 28.48423 27.05430
O -9.61504 27.10552 27.19786
C -10.12409 26.50953 28.34361
H -13.09442 25.60551 23.03607
H -12.25577 26.15015 21.49544
H -13.55775 27.17745 22.21119
H -11.99823 28.89602 22.23044
H -10.36200 28.13810 22.14758
H -11.50514 29.41673 24.70246
H -10.40814 30.14101 23.50957
H -10.09304 27.50192 24.71183
H -9.43652 30.08040 25.81007
H -8.25389 28.80468 26.10764
H -11.16449 28.43821 26.94264
H -9.82781 29.11423 27.93501
H -9.67898 25.54578 28.34407
H -11.20639 26.47427 28.32695
H -9.79954 26.99909 29.24563
C -8.78446 26.63650 19.31251
O -10.17446 26.92813 19.29663
C -10.83505 26.87794 18.02935
C -12.26540 27.34714 18.20856
N -12.31684 28.75537 18.71523
C -13.61845 29.32415 18.98834
C -14.07566 30.31299 17.92456
O -15.37528 30.66555 18.21679
C -15.83302 31.63117 17.28832
H -8.47373 25.72944 18.77525
H -8.46907 26.56112 20.38607
H -8.19020 27.44397 18.86743
H -10.83757 25.90203 17.47871
H -10.37981 27.66200 17.42301
H -12.71836 26.62368 18.87380
H -12.79433 27.40495 17.26375
H -11.66705 28.89512 19.48284
H -13.53654 29.87289 19.94307
H -14.41380 28.55304 19.18881
H -13.92709 29.78862 16.95550
H -13.35312 31.16349 17.81474
H -15.03312 32.38927 17.33647
H -16.77969 32.08064 17.68469
H -15.91566 31.29465 16.24941
C 0.48561 29.44441 30.12520
O -0.39231 28.69392 29.33896
C 0.39670 27.92615 28.38555
C -0.47564 27.11454 27.50963
N -1.38886 28.00675 26.73782
C -2.20517 27.13120 25.90201
C -3.23127 27.86327 25.06867
O -4.07315 28.52045 26.02959
C -5.06553 29.32733 25.38687
H -0.13361 30.12893 30.67858
H 1.25668 30.01569 29.48518
H 1.02108 28.78074 30.85281
H 1.14770 27.32169 28.93890
H 0.91314 28.67732 27.76622
H -0.98184 26.41975 28.18760
H 0.10161 26.43608 26.84894
H -1.97241 28.43151 27.43990
H -2.80990 26.37468 26.43581
H -1.52142 26.59771 25.21334
H -3.67525 27.11027 24.45177
H -2.74422 28.62669 24.43059
H -5.35099 30.03935 26.12519
H -5.87944 28.74087 25.02150
H -4.60856 29.80003 24.53314
C -6.92030 29.12880 29.01434
O -6.77051 30.32024 29.79013
C -5.47508 30.45558 30.32475
C -5.28622 31.86010 30.85584
N -6.10662 32.09379 32.05737
C -6.13308 33.48842 32.49223
C -6.99159 33.62071 33.77566
O -8.34318 33.36904 33.41242
C -9.14050 33.39582 34.58595
H -6.02034 28.86553 28.48322
H -7.68127 29.37859 28.26081
H -7.26679 28.32289 29.64916
H -4.78413 30.35379 29.49507
H -5.20758 29.64479 31.07275
H -5.47490 32.55745 30.01245
H -4.20668 32.03088 31.08540
H -7.08338 31.92919 31.80491
H -6.54344 34.12320 31.73035
H -5.12439 33.82752 32.69721
H -6.85712 34.55383 34.39571
H -6.66446 32.76921 34.35607
H -10.14885 33.26781 34.22912
H -9.08816 34.40316 34.96273
H -8.80118 32.64922 35.33160
C 0.50038 22.72909 30.07667
O -0.63787 23.66188 30.24671
C -1.82726 23.08316 30.73063
C -3.01903 23.47984 29.97029
N -2.87776 23.45665 28.49167
C -2.83942 22.17430 27.76092
C -3.29905 22.34731 26.33709
O -2.37216 23.30161 25.79186
C -2.70104 23.61130 24.42117
H 1.24177 23.27940 29.56339
H 0.26548 21.81256 29.57468
H 0.71321 22.43302 31.07716
H -2.08208 23.43853 31.77193
H -1.78192 21.98911 30.75750
H -3.29654 24.48410 30.31396
H -3.88746 22.87364 30.29030
H -2.02328 23.92154 28.27929
H -3.51465 21.41822 28.23229
H -1.83091 21.77607 27.82183
H -4.30053 22.83589 26.26073
H -3.21033 21.31605 25.82882
H -1.96165 24.25253 23.89324
H -3.70867 24.04027 24.34354
H -2.77806 22.69179 23.81730
C -1.45033 18.36991 16.36755
O -1.81377 19.40776 17.23591
C -2.56099 20.36261 16.49161
C -2.94312 21.50079 17.39034
N -3.73637 21.19657 18.59365
C -4.00966 22.43943 19.33917
C -4.97111 22.14806 20.41066
O -5.38690 23.32556 21.09881
C -6.07811 23.01785 22.26273
H -1.19910 18.74313 15.37497
H -2.18476 17.58330 16.13851
H -0.56732 17.85962 16.80647
H -3.48223 19.89055 16.09320
H -1.91139 20.67342 15.68085
H -3.62377 22.11605 16.85428
H -2.10436 22.18187 17.70415
H -3.29217 20.48514 19.15870
H -4.52741 23.06255 18.60098
H -3.14472 22.93803 19.79089
H -4.50005 21.41516 21.12463
H -5.80096 21.64736 19.89444
H -6.76624 22.20738 21.96470
H -6.52789 23.91963 22.65968
H -5.38732 22.56091 23.02382
C -5.87034 24.74645 31.70378
O -5.36335 25.43548 30.59428
C -6.34837 25.57218 29.52382
C -5.47124 26.01365 28.32871
N -6.26509 26.45441 27.17971
C -7.01710 25.39672 26.46736
C -7.25442 25.84315 25.05488
O -5.97297 25.98215 24.43502
C -6.15037 26.47062 23.12850
H -6.30149 23.76746 31.41914
H -6.67240 25.34052 32.18641
H -5.00042 24.67216 32.37971
H -7.15020 26.30793 29.78916
H -6.87316 24.62415 29.37407
H -4.86655 25.18100 28.06360
H -4.87307 26.87748 28.60614
H -5.70401 26.95497 26.48712
H -8.01696 25.28519 26.92854
H -6.56377 24.41440 26.45173
H -7.77632 26.83578 25.06390
H -7.85471 25.15010 24.42816
H -6.96741 25.91240 22.63824
H -5.28024 26.39702 22.50129
H -6.36231 27.57585 23.05739
C -6.90128 18.47881 24.67862
C -6.49758 19.84080 25.26088
C -7.72363 20.70240 25.63510
O -5.59552 19.67119 26.35839
H -7.37092 17.89273 25.47448
H -5.93458 18.01742 24.40627
H -7.59863 18.48995 23.80224
H -6.00577 20.43044 24.50867
H -8.46445 20.49120 24.84543
H -7.65504 21.78060 25.69197
H -8.20930 20.32996 26.55764
H -6.07910 19.49429 27.16227
C -5.14839 20.65637 33.56380
C -3.86887 21.40646 33.63604
C -3.76808 22.55411 34.60297
O -2.77465 20.45375 33.91371
H -5.15369 19.86016 34.29732
H -5.26304 20.26561 32.57937
H -6.04645 21.20350 33.82199
H -3.70006 21.78280 32.60908
H -3.97986 22.13976 35.62211
H -4.62942 23.17976 34.37512
H -2.85077 23.13580 34.51292
H -2.02076 20.81734 33.39724
C -9.90137 23.81268 31.54736
C -11.22572 24.47054 32.00105
C -12.05118 25.22105 30.99171
O -11.99783 23.38137 32.56065
H -10.20225 23.19985 30.69968
H -9.44779 23.25313 32.34533
H -9.16574 24.55849 31.24976
H -10.97348 25.16968 32.79329
H -11.50360 26.11093 30.70216
H -13.02395 25.57935 31.37538
H -12.27130 24.61106 30.11413
H -12.60796 23.72731 33.24205

Force components x, y, z for each atom (eV/Å):
-0.3 -0.5 0.4
-0.2 0.6 -0.6
1.7 0.7 0.9
-0.1 0.2 0.5
-0.9 -1.4 0.6
1.2 0.8 -1.2
2.1 -0.5 -0.2
-0.2 -0.2 0.0
-1.0 -0.4 0.8
0.6 0.2 -0.3
-0.1 0.0 -0.4
0.0 0.1 0.2
-0.3 0.1 -0.1
-0.7 -0.8 -0.8
0.2 0.3 0.3
-0.7 -0.4 0.1
0.5 0.0 -0.2
0.1 0.8 0.4
-1.3 -0.2 -0.6
-0.5 0.4 0.1
-0.7 0.2 0.0
0.1 -0.1 -0.2
0.6 0.1 0.1
0.1 0.1 0.1
-0.3 0.9 -1.5
0.6 -0.6 0.8
1.2 0.5 -1.2
-1.8 0.2 -0.5
0.7 0.7 0.6
-0.2 -0.8 -0.3
1.3 2.0 0.7
-0.3 -0.3 -0.7
0.1 0.0 0.7
0.1 -0.1 0.6
0.0 -0.5 -0.2
-0.3 0.0 0.6
0.1 0.2 0.2
0.2 0.0 0.3
-0.1 -0.7 0.4
0.1 0.1 0.0
0.5 -0.5 -0.1
-0.2 -0.3 -0.1
-0.1 0.4 0.1
-0.3 -0.7 0.5
-0.7 -0.2 -0.2
-0.2 -0.4 -0.2
0.6 0.2 0.0
-0.4 0.3 -0.1
-0.4 -0.3 0.3
-0.8 -0.4 0.0
-0.7 -0.1 0.0
0.8 1.2 -0.4
-0.2 -0.4 0.6
-0.4 0.8 -0.2
0.0 2.0 0.8
0.3 -1.3 -0.8
0.1 0.7 1.6
-0.3 -0.8 0.2
1.1 0.4 -0.2
0.4 0.2 -0.4
-0.2 0.1 0.0
0.8 0.0 0.3
-0.3 -0.3 -0.3
0.0 0.2 -0.5
-0.7 0.6 0.6
0.3 0.3 -0.2
0.9 -1.9 -0.4
-0.3 0.1 0.0
-0.5 -0.4 -0.3
-0.1 0.0 -0.4
0.4 -0.1 -0.2
-0.2 -0.3 0.0
0.6 0.2 1.4
0.0 0.1 -1.2
0.3 -1.5 -0.3
-0.9 1.3 0.6
1.0 -0.3 0.8
-1.6 0.6 -1.2
-1.5 -0.5 2.8
0.9 1.0 -0.3
1.2 -1.8 0.0
-0.5 -0.1 -0.2
0.1 0.1 -0.5
-0.5 -0.2 0.0
-0.6 0.8 0.2
0.5 0.4 0.0
0.5 -0.2 0.2
0.5 -0.5 -0.8
-0.3 0.1 0.2
0.9 -0.7 0.2
0.2 -0.1 -0.5
0.4 0.2 -0.2
-0.2 0.3 -0.9
0.2 0.3 -0.1
-0.6 0.6 -0.3
-0.5 -0.1 0.1
0.3 -0.7 -0.1
0.0 -1.2 -0.9
-0.6 1.7 -1.2
-0.7 -0.8 0.7
0.0 0.1 0.3
0.5 0.5 -1.0
0.4 0.5 -0.2
1.0 -0.7 0.3
-0.7 1.1 -1.5
0.2 0.2 0.3
0.3 0.7 0.5
-0.5 -0.1 0.1
0.5 -0.1 0.1
-0.3 -0.2 0.2
0.1 -0.1 0.6
-0.2 0.4 -0.1
0.2 -0.4 -0.4
0.0 -0.4 0.2
-0.4 0.2 0.2
-0.5 0.5 -0.2
-0.3 -0.9 0.3
0.6 0.3 0.7
-0.1 -0.7 0.9
0.2 0.3 0.3
0.7 -0.3 -0.7
-1.0 -1.3 1.1
0.2 0.6 -0.1
0.9 0.1 0.1
0.7 0.5 0.1
0.6 0.4 0.1
0.5 -1.2 0.3
-0.3 1.8 -0.3
0.1 0.1 -0.2
0.3 0.8 -0.5
-0.6 0.1 0.6
0.2 -0.3 0.2
-0.4 0.2 -0.6
-0.2 0.3 -0.3
-0.9 0.1 -0.4
0.1 -0.4 0.3
0.1 -0.5 0.2
0.0 0.0 -0.1
-0.6 0.0 -0.4
-0.1 0.3 -0.1
-0.1 -0.6 -0.2
0.0 -1.2 0.2
-0.4 -0.2 0.0
0.2 0.5 0.6
0.4 0.3 0.6
-0.2 -0.9 -0.1
0.2 1.0 -0.5
0.2 1.4 0.8
0.8 -1.0 -0.3
-0.2 0.0 1.3
1.7 -1.2 -0.5
-0.9 0.0 -0.6
0.2 1.2 1.1
-0.5 -0.1 0.2
-0.4 -0.1 -0.9
-0.2 0.2 0.0
0.4 0.5 0.8
0.4 -0.2 -0.5
-0.7 -0.1 0.4
0.0 -0.6 -0.3
-0.3 -0.3 -0.2
-0.1 -0.1 -0.2
0.6 0.5 -0.5
-0.6 0.1 0.0
-0.6 -0.2 0.6
-0.5 0.4 -0.5
0.8 -0.6 -0.6
-0.2 -0.3 0.2
1.1 0.1 -0.1
0.7 -1.0 -1.1
0.7 1.2 0.5
-0.5 -0.2 -0.1
0.6 -1.8 0.3
-0.1 -0.1 -0.7
1.4 1.1 1.2
-0.4 -0.5 -1.1
1.5 -0.6 0.2
0.0 0.4 0.3
-1.1 -0.7 0.9
-0.1 0.5 -0.5
-0.4 0.2 -0.3
0.2 -0.2 0.1
-0.6 -0.2 -0.1
-0.1 0.7 0.1
-0.3 0.4 0.1
0.5 0.0 0.3
-0.3 0.1 0.3
-1.1 -0.3 -0.4
-0.2 -0.2 0.2
-0.6 0.7 0.3
-0.9 -0.6 0.0
0.1 0.6 -0.3
-0.9 1.2 0.0
-0.1 -0.2 0.1
0.6 -0.4 0.3
0.4 0.3 0.3
-0.4 0.3 -0.4
-0.1 0.1 1.0
0.6 -0.5 -0.9
0.4 0.3 0.4
0.3 0.0 -0.8
0.5 -0.2 -0.1
0.2 -0.4 0.3
0.0 -0.3 -0.1
0.5 -0.2 -0.2
-0.5 1.0 -0.5
-0.3 -0.1 0.3
-0.7 -0.3 0.2
0.3 -0.5 -0.1
-0.3 0.6 -0.6
0.3 0.0 0.1
-0.2 -0.6 -0.9
0.2 -0.2 0.8
-0.5 -0.5 0.3
0.1 0.4 0.8
-0.4 0.3 -0.3
-2.5 1.0 1.2
0.8 -0.6 -0.9
0.1 -0.8 2.0
-1.1 0.5 -1.6
-1.1 -0.3 0.6
-1.1 -0.1 1.6
0.9 0.0 -0.5
-0.1 0.0 -1.7
-0.2 -0.6 0.0
0.9 0.5 -0.3
-0.6 -0.3 -0.8
1.0 -0.1 0.8
0.9 -0.5 -0.6
0.5 -0.1 0.0
0.1 0.1 -0.7
0.3 0.0 -0.2
0.5 0.6 -0.2
0.4 0.6 -0.1
0.2 -0.4 -0.4
0.3 -0.8 0.2
-0.5 1.6 0.3
-0.3 -0.2 1.0
0.1 0.4 0.2
0.3 -0.1 0.2
1.2 -1.1 0.1
-0.5 -0.2 -0.4
-0.3 -0.6 1.1
0.2 1.1 1.4
0.3 -0.2 -0.1
0.3 -0.3 -1.1
-0.6 -0.8 1.2
1.1 0.1 -1.2
0.4 -1.6 0.4
0.4 0.3 -0.1
-0.5 0.3 0.6
-0.5 0.3 -0.3
0.4 0.1 0.0
-0.2 0.5 -0.4
-0.4 0.8 -1.0
-0.1 -0.8 -0.6
0.2 0.1 0.1
0.4 0.5 0.2
0.3 0.1 -0.5
-0.5 0.5 -0.3
-0.4 0.0 0.6
-0.6 0.5 0.7
-0.3 -0.2 0.0
-0.5 0.5 -0.3
-0.2 0.5 0.4
-1.4 0.0 -1.2
1.0 0.8 0.5
-1.8 0.6 -0.4
-0.6 -0.5 -0.6
-0.8 0.9 0.6
-0.1 0.8 -0.4
0.0 0.3 -0.6
-0.7 1.0 -0.5
0.4 0.1 0.2
0.3 -0.3 0.1
-0.6 -0.4 0.0
0.7 -0.3 -0.1
0.2 -0.2 -0.2
1.0 -0.8 0.0
0.1 -0.3 0.2
0.2 -0.3 0.6
0.4 0.0 -0.1
0.6 -0.4 0.2
0.3 -0.7 -0.1
0.1 0.1 0.6
0.1 0.4 0.0
0.8 -0.7 0.1
-0.3 -0.8 0.5
0.4 0.0 -0.1
-1.2 0.8 0.7
-1.2 -1.5 -0.2
0.4 0.2 -1.0
0.0 -0.1 -0.1
-0.6 -0.2 0.0
0.7 0.3 0.7
0.8 0.0 -0.4
0.1 0.3 0.2
0.7 0.2 0.0
0.3 0.1 -0.1
-0.5 0.0 0.4
-0.5 -0.4 1.1
1.9 0.1 -0.9
-1.4 -0.6 0.8
-0.1 0.9 -1.0
0.2 -0.5 0.0
-0.2 -0.6 -0.6
-0.1 0.6 -0.2
0.1 0.1 0.4
0.6 0.5 -0.6
0.0 0.5 0.1
0.0 -0.2 0.1
-0.6 -0.5 0.7
-1.3 1.1 -0.7
0.3 -0.6 1.2
-0.1 0.2 -0.4
-0.4 0.2 0.4
0.5 -0.4 -0.1
-0.1 -0.4 0.3
-0.1 0.1 -0.3
0.0 0.2 0.4
0.1 0.2 -0.3
0.5 -0.3 0.2
0.1 0.0 -0.1
0.5 -0.2 -0.7

As for the lowest unoccupied orbital energy: 0.60 eV. As for the spin multiplicity: 1. Its charge is 0. The energy above the lowest of the compared OMol25 structures with the same formula, charge and spin comes out at 0.000 eV. The calculation puts the HOMO energy at -7.89 eV. The calculation puts the largest force on an atom at 3.3 eV/Å. For the total energy, the calculation gives -160449.9453 eV. The calculation puts the HOMO-LUMO gap at 8.493 eV.